No. 1
Formula: C3H10FN3O5S
Source: the OMol25 dataset
Level of theory: ωB97M-V/def2-TZVPD

Results
Net charge: 0
2S+1: 1
DFT total energy, a.u.: -1158.459900
Molar mass, g mol⁻¹: 219.19
Orbital gap, eV: 4.43

Cartesian coordinates (Å):
C 4.059 -0.020 -0.256
C 2.876 0.736 -0.961
C 1.715 1.046 0.034
N 0.395 1.058 -0.656
N -0.644 0.499 0.152
S -1.895 -0.401 -0.804
O -2.352 -1.358 0.099
O -1.338 -0.970 -1.969
F -3.090 0.557 -1.147
H 3.938 -0.081 0.833
H 4.973 0.564 -0.432
H 4.167 -1.012 -0.712
H 2.503 0.163 -1.818
H 3.277 1.698 -1.312
H 1.791 0.314 0.853
H 1.908 2.043 0.466
H 0.144 2.040 -0.752
H -1.148 1.231 0.678
H -0.308 -0.182 0.849
N -5.251 -1.985 1.717
O -5.505 -1.212 2.660
O -5.984 -2.955 1.481
O -4.231 -1.772 0.997

---

No. 2
Formula: C3H10FNP
Source: the OMol25 dataset
Level of theory: ωB97M-V/def2-TZVPD

Results
Net charge: +1
2S+1: 1
DFT total energy, a.u.: -615.853243
Molar mass, g mol⁻¹: 110.09
Orbital gap (alpha / beta), eV: 3.49 / 10.78

Cartesian coordinates (Å):
C -0.768 0.684 -1.639
C 3.977 0.323 0.467
C -1.428 -0.726 0.991
N -2.674 -1.141 0.557
F 0.368 1.287 0.638
P 0.023 -0.106 -0.175
H 0.100 1.132 -2.267
H -1.233 -0.001 -2.197
H 4.515 0.717 -0.299
H 3.127 -0.380 0.159
H 3.900 0.740 1.478
H -1.505 0.080 1.830
H -1.004 -1.721 1.551
H -3.529 -0.616 0.450
H -1.337 1.477 -1.328
H -2.532 -1.749 -0.215

---

No. 3
Formula: C3H10IN2P
Source: the OMol25 dataset
Level of theory: ωB97M-V/def2-TZVPD

Results
Net charge: 0
2S+1: 1
DFT total energy, a.u.: -868.743648
Molar mass, g mol⁻¹: 232.01
Orbital gap (alpha / beta), eV: 7.35 / 7.36

Cartesian coordinates (Å):
C 0.207 2.239 -0.584
C 1.277 -1.203 0.738
C 0.961 0.876 -0.577
N -0.851 -0.009 0.611
N 0.508 -0.062 0.397
P -2.113 -1.390 -0.796
I -2.854 -3.311 0.513
H 0.138 2.669 0.379
H 0.602 2.774 -1.359
H -0.840 2.037 -0.739
H 0.796 -2.192 0.367
H 2.202 -1.087 0.314
H 1.255 -1.538 1.769
H 1.086 0.343 -1.646
H 2.040 1.143 -0.251
H -1.003 -0.575 1.495
H -3.411 -0.714 -0.631

---

No. 4
Formula: C3H10N
Source: the OMol25 dataset
Level of theory: ωB97M-V/def2-TZVPD

Results
Net charge: 0
2S+1: 2
DFT total energy, a.u.: -174.959213
Molar mass, g mol⁻¹: 60.12
Orbital gap (alpha / beta), eV: 6.87 / 11.26

Cartesian coordinates (Å):
C 0.939 -5.889 -2.141
H 0.297 -6.690 -2.527
H 1.459 -5.621 -3.052
H 0.193 -5.104 -1.953
H 1.548 -6.046 -1.275
C 0.435 2.646 1.036
C -1.583 4.086 1.075
N -0.646 3.349 1.717
H 0.340 1.618 1.417
H 0.279 2.620 -0.049
H 1.414 3.029 1.343
H -1.620 4.261 0.014
H -2.425 4.416 1.676
H -0.630 3.324 2.718

---

No. 5
Formula: C3H10N
Source: the OMol25 dataset
Level of theory: ωB97M-V/def2-TZVPD

Results
Net charge: +1
2S+1: 1
DFT total energy, a.u.: -174.706404
Molar mass, g mol⁻¹: 60.12
Orbital gap, eV: 8.05

Cartesian coordinates (Å):
C 3.663 2.261 3.630
H 4.594 2.832 3.765
H 3.766 1.162 3.975
H 3.357 2.267 2.607
H 2.897 2.766 4.357
C -1.235 -1.898 -0.728
C -2.025 0.113 -2.060
N -1.186 -0.865 -1.755
H -0.562 -1.711 0.136
H -1.096 -2.867 -1.269
H -2.152 -1.772 -0.212
H -2.738 0.347 -1.236
H -1.920 0.643 -2.973
H -0.259 -0.469 -1.912

---

No. 6
Formula: C3H10N
Source: the OMol25 dataset
Level of theory: ωB97M-V/def2-TZVPD

Results
Net charge: +1
2S+1: 1
DFT total energy, a.u.: -174.722083
Molar mass, g mol⁻¹: 60.12
Orbital gap, eV: 11.29

Cartesian coordinates (Å):
C 1.904 0.208 1.567
H 2.848 0.251 2.053
H 1.222 -0.509 2.151
H 2.025 -0.369 0.690
H 1.527 1.134 1.506
C -0.528 1.015 -1.138
C -1.161 -1.276 -0.435
N -0.573 -0.096 -0.289
H -1.026 0.792 -2.141
H 0.484 1.284 -1.356
H -1.233 1.848 -0.855
H -1.691 -1.561 -1.206
H -1.329 -1.865 0.536
H -0.110 -0.018 0.684

---

No. 7
Formula: C3H10N
Source: the OMol25 dataset
Level of theory: ωB97M-V/def2-TZVPD

Results
Net charge: +1
2S+1: 1
DFT total energy, a.u.: -174.712577
Molar mass, g mol⁻¹: 60.12
Orbital gap, eV: 8.04

Cartesian coordinates (Å):
N -2.356 -0.581 -1.696
H -2.879 -0.728 -2.589
H -2.675 0.301 -1.191
H -2.540 -1.479 -1.018
H -1.433 -0.265 -1.924
C 1.046 0.455 2.146
C 0.982 0.334 0.584
C 1.874 0.020 -0.388
H 0.047 0.257 2.520
H 1.770 -0.266 2.654
H 1.657 1.261 2.410
H 0.102 0.843 0.339
H 1.515 0.198 -1.465
H 2.891 -0.349 -0.379

---

No. 8
Formula: C3H10N
Source: the OMol25 dataset
Level of theory: ωB97M-V/def2-TZVPD

Results
Net charge: +2
2S+1: 2
DFT total energy, a.u.: -174.272482
Molar mass, g mol⁻¹: 60.12
Orbital gap (alpha / beta), eV: 11.85 / 9.32

Cartesian coordinates (Å):
N -1.564 -1.183 -1.333
H -0.776 -1.822 -1.491
H -1.560 -1.005 -0.326
H -1.490 -0.262 -1.772
H -2.414 -1.693 -1.597
C 1.520 -0.196 0.872
C 0.294 0.600 0.866
C 0.309 1.849 0.296
H 1.351 -1.283 0.940
H 2.252 -0.080 0.087
H 1.924 0.042 1.895
H -0.539 0.269 1.470
H -0.517 2.548 0.303
H 1.209 2.216 -0.211

---

No. 9
Formula: C3H10N2
Source: the OMol25 dataset
Level of theory: ωB97M-V/def2-TZVPD

Results
Net charge: 0
SMILES string: C=CN.CN
2S+1: 1
DFT total energy, a.u.: -229.772366
Molar mass, g mol⁻¹: 74.13
Orbital gap, eV: 9.48

Cartesian coordinates (Å):
C 0.070 1.904 0.177
C -0.006 1.526 -1.099
N -1.086 1.024 -1.795
H -0.695 1.690 0.911
H 0.919 2.498 0.485
H 0.883 1.674 -1.699
H -0.863 0.409 -2.560
H -1.845 0.681 -1.225
C 1.188 -1.907 1.369
N -0.228 -1.986 1.020
H 1.624 -1.074 0.813
H 1.709 -2.817 1.042
H 1.378 -1.751 2.437
H -0.765 -2.592 1.622
H -0.660 -1.072 1.020

---

No. 10
Formula: C3H10N2
Source: the OMol25 dataset
Level of theory: ωB97M-V/def2-TZVPD

Results
Net charge: 0
SMILES string: C=N.CCN
2S+1: 1
DFT total energy, a.u.: -229.760813
Molar mass, g mol⁻¹: 74.13
Orbital gap, eV: 10.21

Cartesian coordinates (Å):
C 0.133 -3.838 2.228
N 1.231 -4.019 2.823
H 0.134 -3.687 1.151
H -0.820 -3.758 2.755
H 1.076 -4.199 3.818
C -1.172 2.392 -1.253
C 0.082 1.662 -0.765
N 1.229 1.767 -1.647
H -1.362 2.154 -2.305
H -2.078 2.135 -0.704
H -1.021 3.474 -1.269
H 0.300 2.129 0.198
H -0.204 0.646 -0.504
H 1.439 0.850 -2.031
H 1.034 2.291 -2.496

---

No. 11
Formula: C3H10N2
Source: the OMol25 dataset
Level of theory: ωB97M-V/def2-TZVPD

Results
Net charge: 0
SMILES string: CNCCN
2S+1: 1
DFT total energy, a.u.: -229.747909
Molar mass, g mol⁻¹: 74.13
Orbital gap, eV: 9.73

Cartesian coordinates (Å):
C 1.102 1.713 -0.147
N 0.851 0.334 0.209
C -0.119 -0.297 -0.854
C -1.300 -0.655 0.151
N -0.959 -1.718 1.024
H 0.323 2.347 0.398
H 2.072 1.941 0.315
H 1.152 1.892 -1.187
H 1.858 -0.057 0.374
H 0.273 -1.141 -1.390
H -0.272 0.480 -1.491
H -2.237 -0.925 -0.446
H -1.627 0.202 0.740
H -0.872 -2.685 0.629
H -0.244 -1.431 1.675

---

No. 12
Formula: C3H10N2
Source: the OMol25 dataset
Level of theory: ωB97M-V/def2-TZVPD

Results
Net charge: 0
SMILES string: NCCCN
2S+1: 1
DFT total energy, a.u.: -229.741734
Molar mass, g mol⁻¹: 74.13
Orbital gap, eV: 10.10

Cartesian coordinates (Å):
N 1.228 0.833 2.205
C 0.847 -0.081 1.074
C -0.168 0.529 -0.079
C -0.777 -0.665 -0.949
N -1.586 -0.215 -2.132
H 1.123 0.564 3.149
H 2.083 1.215 1.953
H 1.886 -0.385 0.570
H 0.256 -0.885 1.498
H 0.353 1.123 -0.955
H -0.989 1.048 0.581
H 0.059 -1.368 -1.364
H -1.409 -1.289 -0.245
H -1.846 -1.028 -2.796
H -1.058 0.601 -2.511

---

No. 13
Formula: C3H10N2
Source: the OMol25 dataset
Level of theory: ωB97M-V/def2-TZVPD

Results
Net charge: +1
2S+1: 2
DFT total energy, a.u.: -229.338415
Molar mass, g mol⁻¹: 74.13
Orbital gap (alpha / beta), eV: 11.29 / 5.57

Cartesian coordinates (Å):
N 0.399 1.635 0.448
C -0.644 0.358 1.169
C -0.300 -0.917 0.377
C -0.119 -0.603 -1.118
N 1.197 -0.177 -1.556
H -0.292 2.367 0.553
H 1.407 0.707 -1.075
H -0.762 0.160 2.218
H 0.444 0.880 1.351
H -1.092 -1.605 0.511
H 0.572 -1.401 0.808
H -0.390 -1.449 -1.782
H -0.772 0.179 -1.363
H -1.555 0.767 0.831
H 1.907 -0.901 -1.372

---

No. 14
Formula: C3H10N2O
Source: the OMol25 dataset
Level of theory: ωB97M-V/def2-TZVPD

Results
Net charge: -1
2S+1: 2
DFT total energy, a.u.: -304.995752
Molar mass, g mol⁻¹: 90.13
Orbital gap (alpha / beta), eV: 4.05 / 7.92

Cartesian coordinates (Å):
C 0.900 1.886 0.314
C 0.335 1.017 1.440
N -0.282 -0.223 0.972
C 0.597 -1.173 0.380
N 0.501 -1.423 -0.955
H 1.487 1.258 -0.330
H 1.531 2.686 0.697
H 0.101 2.308 -0.280
H 1.159 0.756 2.114
H -0.416 1.565 2.030
H -0.995 0.012 0.290
H 0.888 -1.999 1.060
H 1.108 -2.200 -1.217
H -1.719 -1.084 -1.390
H -0.941 -0.002 -1.990
O -1.863 -0.214 -1.790

---

No. 15
Formula: C3H10N2O
Source: the OMol25 dataset
Level of theory: ωB97M-V/def2-TZVPD

Results
Net charge: 0
SMILES string: C=NC.NCO
2S+1: 1
DFT total energy, a.u.: -304.967988
Molar mass, g mol⁻¹: 90.13
Orbital gap, eV: 9.87

Cartesian coordinates (Å):
C 1.418 -1.657 1.408
N 0.281 -1.416 1.924
C -0.886 -2.123 1.320
H 1.609 -2.696 1.081
H 2.116 -0.841 1.228
H -1.540 -2.546 2.090
H -1.476 -1.282 0.974
H -0.545 -2.846 0.562
N -0.099 1.739 -2.397
C 0.369 1.906 -1.043
O -0.543 2.608 -0.165
H -0.220 2.601 -2.921
H -1.059 1.415 -2.292
H 1.382 2.297 -1.061
H 0.432 0.875 -0.648
H -1.240 1.965 -0.062